# 1
{"formula": "C34H23BrN2O7PtS", "method": "the ωB97M-V functional and the def2-TZVPD basis", "elements": ["Pt", "O", "C", "O", "C", "C", "C", "C", "C", "C", "N", "O", "O", "N", "O", "O", "H", "H", "H", "C", "C", "C", "C", "C", "C", "C", "C", "C", "C", "C", "C", "C", "C", "C", "H", "H", "H", "H", "H", "H", "H", "H", "H", "H", "Br", "O", "S", "C", "C", "C", "C", "C", "C", "C", "C", "C", "C", "C", "C", "H", "H", "H", "H", "H", "H", "H", "H", "H", "H"], "xyz": [[-0.38327, -0.54511, 0.90749], [-0.02220, -0.79870, 2.92235], [-0.95609, 0.00753, 3.26722], [-1.72888, 0.47390, 2.39766], [-1.06006, 0.41237, 4.69078], [-0.72967, -0.48049, 5.69796], [-0.80991, -0.05161, 7.00893], [-1.18491, 1.23131, 7.35170], [-1.47969, 2.09484, 6.31487], [-1.42808, 1.71841, 4.98789], [-1.86127, 3.48380, 6.65014], [-1.86773, 4.29093, 5.74769], [-2.03837, 3.74023, 7.82331], [-0.46620, -0.99777, 8.09017], [-0.63814, -0.62757, 9.23149], [0.00218, -2.06887, 7.76471], [-0.41316, -1.48798, 5.47127], [-1.24496, 1.54653, 8.38171], [-1.64622, 2.42159, 4.19790], [1.09553, -1.49391, 0.36072], [2.09807, -2.09649, -0.04471], [3.19152, -2.73451, -0.51243], [3.19334, -3.19234, -1.90582], [2.45267, -2.48449, -2.85828], [2.42679, -2.91056, -4.17324], [3.11676, -4.05770, -4.54534], [3.83264, -4.78168, -3.60069], [3.87948, -4.34938, -2.28704], [4.35097, -2.91382, 0.36362], [5.63948, -3.04807, -0.16312], [6.72918, -3.16186, 0.68314], [6.54420, -3.14975, 2.05899], [5.26826, -3.00836, 2.59246], [4.17895, -2.88268, 1.75191], [1.90893, -1.60059, -2.55066], [1.86042, -2.35401, -4.90764], [3.08665, -4.39574, -5.57293], [4.35082, -5.68674, -3.88786], [4.41244, -4.92898, -1.54487], [5.79009, -3.02067, -1.23390], [7.72435, -3.25376, 0.26920], [7.39719, -3.24348, 2.71846], [5.12520, -2.99260, 3.66455], [3.18150, -2.76905, 2.15770], [-1.17687, -0.10687, -1.32308], [0.73377, 2.57587, 2.69512], [0.55758, 2.45603, 1.21679], [0.67000, 4.10141, 0.52044], [1.26904, 5.11519, 1.24996], [1.34972, 6.38101, 0.69012], [0.83555, 6.61632, -0.57932], [0.22301, 5.59359, -1.29024], [0.12844, 4.32454, -0.73616], [2.11406, 1.80135, 0.58502], [2.28886, 1.58619, -0.77581], [3.45835, 0.98894, -1.21663], [4.43001, 0.59333, -0.30265], [4.23464, 0.80201, 1.05417], [3.06925, 1.41118, 1.50630], [1.64488, 4.90304, 2.24292], [1.81200, 7.18693, 1.24504], [0.90019, 7.60690, -1.01051], [-0.19461, 5.78628, -2.26969], [-0.37647, 3.52204, -1.26229], [1.51418, 1.86215, -1.48009], [3.61182, 0.82696, -2.27618], [5.33936, 0.11974, -0.65253], [4.98877, 0.48989, 1.76603], [2.88028, 1.57587, 2.55952]], "atomic_forces_ev_per_a": [[-0.1, -0.2, 0.7], [-0.2, 0.2, 0.1], [0.1, 0.1, 0.0], [0.1, -0.1, -0.2], [0.1, 0.0, 0.0], [0.0, 0.0, 0.0], [0.0, 0.0, 0.0], [-0.1, 0.0, 0.0], [-0.2, 0.0, 0.0], [-0.1, 0.0, 0.0], [0.8, 0.1, 0.1], [-0.3, -0.1, -0.1], [-0.3, 0.0, 0.0], [0.3, 0.1, 0.0], [-0.1, 0.0, 0.0], [-0.1, 0.0, 0.0], [0.0, 0.0, 0.0], [0.0, 0.0, 0.0], [0.0, 0.0, 0.0], [-0.2, 0.0, -0.8], [-0.1, -0.1, 0.1], [0.1, 0.1, 0.0], [0.0, 0.0, 0.0], [0.0, 0.0, 0.0], [0.0, 0.0, 0.0], [0.0, 0.0, 0.0], [0.0, 0.0, 0.0], [0.0, 0.0, 0.0], [0.0, -0.1, 0.0], [0.0, 0.1, 0.0], [0.0, 0.0, 0.0], [0.0, 0.0, 0.0], [0.0, 0.0, 0.0], [0.0, 0.0, 0.0], [0.0, 0.0, 0.0], [0.0, 0.0, 0.0], [0.0, 0.0, 0.0], [0.0, 0.0, 0.0], [0.0, 0.0, 0.0], [0.0, 0.0, 0.0], [0.0, 0.0, 0.0], [0.0, 0.0, 0.0], [0.0, 0.0, 0.0], [0.0, 0.0, 0.0], [0.2, 0.0, 0.0], [0.0, 0.0, -0.1], [0.0, 0.1, 0.2], [0.1, 0.0, 0.0], [0.0, 0.0, 0.0], [0.0, 0.0, 0.0], [0.0, 0.0, 0.0], [0.0, 0.0, 0.0], [0.0, 0.0, 0.0], [0.0, 0.0, 0.0], [0.0, 0.0, 0.0], [0.0, 0.0, 0.0], [0.0, 0.0, 0.0], [0.0, 0.0, 0.0], [0.0, 0.0, 0.0], [0.0, 0.0, 0.0], [0.0, 0.0, 0.0], [0.0, 0.0, 0.0], [0.0, 0.0, 0.0], [0.0, 0.0, 0.0], [0.0, 0.0, 0.0], [0.0, 0.0, 0.0], [0.0, 0.0, 0.0], [0.0, 0.0, 0.0], [0.0, 0.0, 0.0]], "relative_energy_kj_mol": 0.0, "total_energy_ev": -137061.5415, "charge": 0, "max_force_ev_per_a": 0.8, "orbital_gap_ev": 6.28, "lumo_energy_ha": -0.0890, "homo_energy_ev": -8.6980}


# 2
{"formula": "CH2BrF", "method": "the ωB97M-V functional and the def2-TZVPD basis", "elements": ["C", "F", "Br", "H", "H"], "xyz": [[-0.03597, -0.48313, 0.23449], [-1.09952, -0.80153, 0.94306], [1.13246, -1.91372, 0.27175], [0.31866, 0.52100, 0.62130], [-0.31266, -0.46691, -0.72578]], "atomic_forces_ev_per_a": [[1.2, 2.3, 2.3], [-2.3, -0.5, 1.6], [1.8, -1.2, 0.3], [0.3, -1.4, -0.6], [-1.0, 0.8, -3.7]], "total_energy_ev": -73828.6400, "charge": 0, "max_force_ev_per_a": 3.9, "orbital_gap_ev": 11.54, "lumo_energy_ha": 0.0356, "homo_energy_ev": -10.5684}